# 1
The following is a DFT calculation (ωB97M-V/def2-TZVPD) of C23H23Cl2O2PRhSSe4 as an isolated structure.

```
57
Properties=species:S:1:pos:R:3:forces:R:3:mulliken_charge:R:1
Rh -0.347 -0.723 -0.726 0.04 0.05 0.03 1.1720
Se 1.363 -2.219 -1.732 -0.03 0.02 0.00 -0.2910
P 2.332 1.072 -1.653 -0.02 0.02 -0.05 -0.0206
Se 0.165 0.987 -2.321 0.00 -0.05 0.04 -0.4074
C 2.164 0.636 0.137 0.08 0.02 0.02 0.3659
C 1.158 1.125 0.965 0.01 0.03 -0.07 -0.7004
C 1.123 0.782 2.314 0.01 -0.04 0.03 -0.7374
C 2.108 -0.032 2.846 -0.02 0.01 0.02 -0.4429
C 3.123 -0.521 2.029 -0.02 -0.03 -0.02 -0.4276
C 3.144 -0.199 0.684 0.00 0.02 -0.02 -0.5849
C 2.617 2.893 -1.479 -0.02 0.02 0.05 0.5760
C 3.937 3.326 -1.578 0.01 0.00 -0.01 -0.5637
C 4.263 4.667 -1.420 0.01 -0.02 0.00 -0.4951
C 3.264 5.596 -1.173 -0.02 0.01 0.00 -0.4022
C 1.942 5.178 -1.086 0.02 0.00 0.00 -0.7468
C 1.620 3.837 -1.238 0.01 -0.01 0.01 -0.0054
H 0.393 1.773 0.557 0.07 0.06 0.03 0.7497
H 0.316 1.151 2.935 -0.01 0.01 0.00 0.3625
H 2.081 -0.300 3.896 0.01 0.00 -0.01 0.4371
H 3.882 -1.177 2.438 0.00 -0.01 0.01 0.3891
H 3.912 -0.604 0.037 0.00 -0.01 0.00 0.2865
H 4.717 2.600 -1.783 0.00 0.00 0.00 0.3308
H 5.295 4.985 -1.498 0.00 0.00 0.00 0.3632
H 3.512 6.644 -1.054 0.00 0.00 0.00 0.3509
H 1.157 5.900 -0.897 0.00 0.00 0.00 0.3759
H 0.588 3.514 -1.179 0.00 -0.01 0.00 0.3136
O -5.500 1.351 -2.648 0.00 -0.01 -0.01 -0.5155
C -5.635 0.280 -1.713 0.01 -0.01 0.00 -1.3513
C -4.256 -0.213 -1.268 -0.01 -0.04 0.00 2.2100
C -4.495 -1.284 -0.198 0.02 -0.01 0.01 -1.2098
O -4.979 -0.755 1.028 -0.02 0.02 0.00 -0.6211
C -3.470 0.995 -0.740 0.00 0.00 0.02 -1.4723
Se -2.020 0.613 0.510 -0.10 -0.02 -0.06 -0.4315
C -3.556 -0.838 -2.471 0.11 0.09 0.03 -1.4772
Se -1.815 -1.745 -2.281 -0.11 -0.17 0.08 -0.1841
H -6.375 1.702 -2.830 0.00 0.00 0.00 0.3070
H -6.182 -0.554 -2.173 0.00 0.00 0.00 0.3924
H -6.184 0.608 -0.824 0.00 0.00 0.00 0.4901
H -3.569 -1.843 -0.044 -0.01 0.02 0.00 0.2731
H -5.251 -1.988 -0.560 0.00 0.00 0.01 0.5332
H -4.204 -0.349 1.449 0.01 -0.01 0.01 0.3507
H -4.142 1.660 -0.196 -0.01 -0.01 0.00 0.4324
H -3.061 1.559 -1.576 0.01 0.01 0.01 0.4921
H -3.468 -0.096 -3.263 0.00 0.01 0.01 0.5112
H -4.172 -1.660 -2.851 0.02 0.00 -0.05 0.3996
Cl -0.623 -2.370 1.475 -0.08 -0.01 -0.12 -0.0979
C 0.788 -3.323 1.821 0.02 0.00 0.00 0.9244
C 1.234 -3.318 3.132 0.01 0.03 -0.01 -0.7427
C 2.374 -4.028 3.464 0.03 0.01 -0.01 -0.4150
C 3.066 -4.721 2.485 -0.01 0.00 0.01 -0.7030
C 2.594 -4.720 1.182 -0.01 -0.01 0.00 0.5367
Cl 3.503 -5.617 0.006 0.00 0.00 0.00 -0.2252
C 1.430 -4.039 0.806 -0.02 -0.01 0.00 -0.6871
S 0.752 -4.145 -0.823 0.04 0.00 0.00 -0.1597
H 0.690 -2.749 3.873 0.00 0.00 0.00 0.4271
H 2.732 -4.032 4.485 0.00 0.00 0.00 0.3475
H 3.966 -5.271 2.720 0.00 0.00 0.00 0.4179
```
Forces are in eV/Å.

Results
Maximum force, eV/Å: 0.22
Total energy, eV: -337885.8586
Net charge: -1
Multiplicity: 1
Gap between HOMO and LUMO, eV: 6.6440
Energy above the lowest of the compared OMol25 structures with the same formula, charge and spin, eV: 1.1408

---

# 2
The following is a DFT calculation (ωB97M-V/def2-TZVPD) of an isolated molecule of C3H4N2O2 at a distorted geometry.

```
11
Properties=species:S:1:pos:R:3:forces:R:3:mulliken_charge:R:1
H 2.549 -1.482 0.081 -0.60 2.05 0.44 0.2609
N 2.379 -0.428 0.223 -3.54 -1.13 -2.21 -0.6591
C 1.122 -0.110 -0.118 3.92 -2.38 2.24 0.3998
N 0.642 1.138 -0.188 -1.61 0.17 0.04 -0.1256
C -0.793 1.124 0.141 2.16 5.05 -2.37 -0.1333
C -1.116 -0.218 0.044 -1.74 -4.97 0.19 0.4401
O -2.218 -0.673 0.062 -0.05 -0.25 0.11 -0.5246
O -0.006 -1.028 -0.168 1.17 2.26 0.06 -0.3217
H 1.154 1.996 -0.166 0.64 -0.23 0.14 0.1940
H -1.334 1.591 -0.714 0.07 -0.06 0.54 0.2000
H -0.994 1.762 0.983 -0.44 -0.50 0.82 0.2695
```
Forces are in eV/Å.

Results
Maximum force, eV/Å: 5.98
Total energy, eV: -10250.2059
Net charge: 0
SMILES: [H]/N=C1/NCC(=O)O1
Multiplicity: 1
Gap between HOMO and LUMO, eV: 10.1080
Energy above the lowest of the compared OMol25 structures with the same formula, charge and spin, eV: 2.0592

---

# 3
The following is a DFT calculation (ωB97M-V/def2-TZVPD) of an isolated molecule of C8H12NOPS2 at a distorted geometry.

```
25
Properties=species:S:1:pos:R:3:forces:R:3:mulliken_charge:R:1
C 1.494 -2.388 1.209 -4.44 0.36 -0.04 -0.7989
N 1.436 -1.372 0.140 1.49 -1.73 -2.18 -0.2548
P 0.748 0.119 0.314 0.94 0.36 0.22 0.7459
S 1.622 1.434 1.499 -0.63 -0.95 -0.65 -0.3926
O 0.643 0.537 -1.213 0.23 0.48 0.01 -0.3887
C 0.675 1.876 -1.759 -1.37 0.90 -1.58 -0.6177
C -0.991 -0.326 0.840 0.51 1.83 0.07 -0.0845
C -1.505 1.054 1.008 0.12 -0.17 -1.58 -1.2291
C -2.014 1.708 -0.029 -1.56 -1.50 0.39 -0.5304
C -2.521 0.924 -1.145 0.06 2.40 -1.64 0.1118
S -3.045 1.759 -2.484 -0.02 -0.65 0.40 -0.2152
C -2.547 -0.480 -1.033 2.19 -0.89 2.88 -0.3650
C -1.809 -1.099 -0.065 -1.06 0.47 -1.53 -0.8102
H 1.131 -1.803 2.082 0.85 -0.94 0.11 0.3079
H 0.747 -3.355 1.156 1.49 2.42 -0.49 0.1792
H 2.442 -2.774 1.272 2.29 -0.66 0.64 0.3682
H 2.079 -1.547 -0.705 -1.60 0.61 1.91 0.2604
H 0.305 2.703 -1.092 0.46 -1.22 -0.18 0.2930
H -0.101 1.803 -2.618 1.53 0.33 1.29 0.2042
H 1.678 2.183 -2.161 -0.84 -0.75 0.51 0.2806
H -0.794 -0.751 1.782 -0.07 -0.91 1.26 0.8097
H -1.250 1.582 1.846 0.62 1.06 2.17 0.5451
H -2.446 2.669 0.062 0.22 1.09 -0.03 0.5804
H -3.181 -1.028 -1.612 -1.51 -1.33 -1.75 0.5876
H -1.887 -2.150 0.102 0.12 -0.64 -0.21 0.4131
```
Forces are in eV/Å.

Results
Maximum force, eV/Å: 4.45
Total energy, eV: -42986.5386
Net charge: 0
SMILES: CN[P@@](=S)(OC)C1C=CC(=S)C=C1
Multiplicity: 1
Gap between HOMO and LUMO, eV: 7.4592
Energy above the lowest of the compared OMol25 structures with the same formula, charge and spin, eV: 1.1149